(1)
The following is a quantum chemistry calculation of a 2-piece molecular cluster, C2F2I2 overall in a non-equilibrium geometry, from the Open Molecules 2025 dataset.

Last column: Löwdin charge in e.
Geometry (Å):
F -0.11936 -0.67565 1.35598  0.099
C -0.86846 -0.77526 0.29135  -0.098
C -1.71327 -0.80208 -0.54105  -0.114
F -2.26135 -0.96503 -1.70343  0.107
I 4.14806 -1.36455 0.28928  0.001
I 5.11452 1.03565 -0.32399  0.004

Results
**Net charge**: 0
**Kohn-Sham gap**: 7.73 eV
**HOMO level**: -9.470 eV
**Energy relative to the best compared isomer or geometry (same formula, charge and spin)**: 46.21 kcal/mol
**Energy**: -871.19695 Ha
**Largest force on an atom**: 1.8 eV/Å
**Molar mass**: 315.8 g mol⁻¹
**SMILES string**: FC#CF.II
**LUMO level**: -1.74 eV

***

(2)
The following is a quantum chemistry calculation of a 2-piece molecular cluster, C2F2I2 overall in a non-equilibrium geometry, from the Open Molecules 2025 dataset.

Last column: Löwdin charge in e.
Geometry (Å):
C -0.47807 -0.76357 0.11739  -0.144
C -0.12331 0.43608 0.37797  -0.687
F -1.27865 -1.72005 -0.27329  0.117
F 1.02970 0.94008 0.83443  -0.049
I 2.61833 -0.93561 -1.67355  0.106
I -1.76801 2.04308 0.61705  0.657

Results
**Net charge**: 0
**Kohn-Sham gap (spin up / spin down)**: 6.37 / 7.58 eV
**HOMO level (spin up / spin down)**: -9.616 / -9.861 eV
**Energy relative to the best compared isomer or geometry (same formula, charge and spin)**: 76.85 kcal/mol
**Energy**: -871.14812 Ha
**Largest force on an atom**: 2.1 eV/Å
**Molar mass**: 315.8 g mol⁻¹
**LUMO level (spin up / spin down)**: -3.24 / -2.28 eV